No. 1
Entry from the Open Molecules 2025 dataset: C6H13O3Pr as an isolated structure (ωB97M-V/def2-TZVPD).

Geometry as ORCA input:
```
! wB97M-V def2-TZVPD RIJCOSX def2/J DEFGRID3
* xyz 1 4
C -3.621 -0.289 0.585
O -2.288 0.125 0.472
C -1.516 0.281 1.689
C -0.277 1.051 1.452
O 0.860 0.158 1.278
C 2.056 0.575 0.683
C 2.325 -0.298 -0.523
O 1.340 -0.092 -1.530
C 1.538 -0.885 -2.688
Pr -0.757 0.697 -1.054
H -4.059 -0.450 -0.407
H -3.626 -1.274 1.081
H -4.183 0.542 1.040
H -1.313 -0.764 1.991
H 0.024 1.760 2.230
H 2.875 0.413 1.401
H 2.067 1.648 0.429
H 2.255 -1.358 -0.228
H 3.321 -0.077 -0.939
H 0.608 -1.215 -3.163
H 2.033 -0.260 -3.444
H 2.000 -1.839 -2.391
H -1.662 1.550 2.036
*
```

expectation value of S²	3.75
E_tot	-26631.49976	eV
maximum force	4.30	eV/A

No. 2
Entry from the Open Molecules 2025 dataset: C6H13O3Ru as an isolated structure (ωB97M-V/def2-TZVPD).

Geometry as ORCA input:
```
! wB97M-V def2-TZVPD RIJCOSX def2/J DEFGRID3
* xyz 2 6
C 2.819 1.405 0.215
O 1.638 0.701 -0.150
C 1.467 -0.571 0.477
C 0.257 -1.203 -0.176
O -0.293 -2.214 0.603
C -1.653 -2.318 0.204
C -2.156 -0.881 0.249
O -0.966 -0.129 -0.001
H 2.752 2.403 -0.232
H 2.880 1.490 1.308
H 3.695 0.873 -0.180
H 1.288 -0.427 1.553
H 2.366 -1.171 0.280
H 0.537 -1.670 -1.137
H -2.176 -2.953 0.926
H -1.731 -2.706 -0.824
H -2.433 -0.553 1.259
H -2.951 -0.672 -0.475
Ru -0.112 1.367 -0.886
C -1.477 2.492 0.395
H -1.281 2.344 1.469
H -1.227 3.554 0.236
H -2.536 2.424 0.093
*
```

expectation value of S²	8.76
E_tot	-15132.29863	eV
maximum force	3.98	eV/A